ORCA calculation (wB97M-V/def2-TZVPD) on a single C13H19N3O4S molecule.

HOMO level   -8.6 eV
ΔE to the lowest compared entry with this formula, charge and spin   13.3 kcal/mol
Largest force on an atom   0.0166 hartree/bohr

```
! RIJCOSX wB97M-V def2-TZVPD def2/J DEFGRID3
* xyz 0 1
O -0.9570 -0.1008 2.1790
C -1.6599 -0.5582 1.2901
N -2.6933 0.1481 0.7658
C -2.7456 1.5818 0.9654
H -2.0086 1.8521 1.7216
C -2.4534 2.2754 -0.3700
H -2.5588 3.3581 -0.2808
O -3.3753 1.8676 -1.3576
C -3.2939 0.4735 -1.5708
H -4.0290 0.2402 -2.3428
C -3.6008 -0.2853 -0.2725
H -3.5373 -1.3610 -0.4190
H -4.6181 -0.0331 0.0543
H -2.2857 0.2066 -1.9144
H -1.4324 2.0220 -0.6906
H -3.7477 1.8561 1.3138
N -1.5378 -1.8651 0.8366
H -1.5530 -1.9343 -0.1715
C -0.4953 -2.6690 1.4355
H -0.6272 -2.6244 2.5191
H -0.6341 -3.6959 1.0909
C 0.9323 -2.1947 1.1121
N 1.1753 -2.1920 -0.3183
S 1.1138 -0.7590 -1.1649
O -0.2324 -0.2621 -1.1152
O 1.6685 -1.0655 -2.4506
C 2.1880 0.3767 -0.3003
C 1.6901 1.1835 0.7043
C 2.5592 2.0333 1.3715
C 3.9000 2.0675 1.0230
C 4.3838 1.2560 0.0076
C 3.5220 0.4004 -0.6577
H 3.8560 -0.2366 -1.4617
H 5.4278 1.2908 -0.2645
H 4.5729 2.7330 1.5430
H 2.1863 2.6649 2.1628
H 0.6436 1.1396 0.9620
H 1.9509 -2.7465 -0.6363
H 1.0514 -1.1840 1.5111
H 1.6481 -2.8509 1.6110
*
```

ORCA calculation (wB97M-V/def2-TZVPD) on a molecular structure, C13H19NO7Ru.

HOMO level   -24.9 eV
Largest force on an atom   0.0231 hartree/bohr

```
! RIJCOSX wB97M-V def2-TZVPD def2/J DEFGRID3
* xyz 4 1
Ru -0.0784 -0.1081 -0.1903
O 1.6409 -3.5613 1.3723
C 1.3239 -2.3944 0.9987
O 0.5143 -2.0977 0.0869
C 2.0072 -1.2443 1.6290
C 3.0127 -1.2648 2.5755
C 3.6783 -0.0665 2.8458
C 3.3895 1.0708 2.0783
C 2.3772 0.9968 1.1448
N 1.6216 -0.1163 1.0081
C 2.0106 1.9396 0.0551
O 2.5505 3.0459 -0.2380
O 1.0770 1.5264 -0.6797
H 1.2306 -4.3181 0.8988
H 3.2946 -2.1943 3.0600
H 4.4682 -0.0339 3.5900
H 3.9799 1.9724 2.2049
H 3.2957 3.3770 0.3020
C -2.6173 -0.9785 1.2527
O -1.7831 -1.0871 0.0341
C -2.4612 -1.5829 -1.1843
C -1.3573 -1.7136 -2.2118
O -0.5140 -0.4927 -2.0673
C -0.6923 0.7307 -2.8790
C -1.6636 1.5834 -2.1021
O -1.3553 1.3585 -0.6726
C -1.6947 2.4842 0.2236
H -2.7607 -1.9849 1.6435
H -3.5619 -0.5079 0.9843
H -2.0643 -0.3649 1.9651
H -3.2237 -0.8463 -1.4411
H -2.9330 -2.5395 -0.9562
H -1.7022 -1.7741 -3.2434
H -0.6824 -2.5370 -2.0006
H -1.0420 0.4446 -3.8707
H 0.3031 1.1584 -2.9516
H -2.7058 1.2900 -2.2311
H -1.5443 2.6430 -2.3293
H -1.0710 3.3367 -0.0394
H -1.5138 2.1476 1.2428
H -2.7538 2.7033 0.0920
*
```

ORCA calculation (wB97M-V/def2-TZVPD) on a molecular structure, C13H19O9P2Pd.

HOMO level (spin up / spin down)   -12.3 / -13.0 eV
ΔE to the lowest compared entry with this formula, charge and spin   26.8 kcal/mol
Largest force on an atom   0.0170 hartree/bohr

```
! RIJCOSX wB97M-V def2-TZVPD def2/J DEFGRID3
* xyz 1 5
Pd -0.1815 -0.6794 1.0324
O -2.5250 -3.9047 2.1610
P -2.1829 -2.3794 2.2554
O -1.5262 0.4374 3.2400
O -2.2319 -1.5866 0.9640
O -0.6525 -2.3004 2.8104
P 0.5130 -3.2467 1.9564
O 1.8270 -2.5353 2.4734
O 0.3340 -4.6344 2.3792
O 0.2479 -2.7280 0.5449
H -1.7826 -4.5142 2.3444
H 2.3132 -3.0634 3.1151
O -0.4047 -0.7478 -2.1511
C -0.2080 -0.2738 -1.1548
C 3.6513 1.0472 2.6647
C 3.3510 1.8970 1.4258
C 3.1982 1.0237 0.1800
C 2.1992 2.8320 1.6672
C 2.3918 4.1839 1.7884
C 1.3171 5.0436 2.0562
C 0.0075 4.5499 2.2058
C -0.2679 3.2128 2.0994
C -1.6944 2.7163 2.2325
C -1.9966 1.7819 3.4090
C -2.2899 2.1879 0.9270
C 0.8503 2.3303 1.8230
O 0.6497 1.0885 1.7712
H 4.5614 0.4697 2.5023
H 2.8393 0.3450 2.8620
H 3.7997 1.6629 3.5519
H 4.2108 2.5495 1.2545
H 2.5272 0.1747 0.3635
H 4.1712 0.6128 -0.0882
H 2.8332 1.5869 -0.6794
H 3.3876 4.5921 1.6779
H 1.4957 6.1062 2.1493
H -0.7966 5.2454 2.4097
H -2.2613 3.6165 2.4928
H -0.8483 0.2557 3.8992
H -3.0837 1.7313 3.5019
H -1.6100 2.2090 4.3372
H -1.9383 1.1827 0.6853
H -2.0594 2.8443 0.0881
H -3.3747 2.1237 1.0139
*
```